A structure of composition C18H34HgO14S4 at a distorted geometry, computed with ωB97M-V/def2-TZVPD.

```
! wB97M-V def2-TZVPD RIJCOSX def2/J DEFGRID3
* xyz 0 1
Hg 0.291 -0.848 -0.315
O 4.263 -1.740 0.583
C 2.998 -1.290 0.354
O 2.581 -1.337 -0.847
O 2.231 -0.915 1.264
H 4.535 -1.737 -0.348
O -1.522 -4.631 -0.570
C -0.911 -3.469 -0.224
O -1.303 -2.852 0.789
O -0.072 -2.998 -1.046
H -2.160 -4.757 0.143
C 4.104 2.539 -0.455
C 3.450 2.615 0.941
C 2.155 3.362 0.784
S 1.471 2.739 -0.769
O 0.815 3.728 -1.568
O 0.779 1.538 -0.369
C 3.040 2.323 -1.543
H 5.048 2.029 -0.650
H 4.543 3.551 -0.534
H 4.154 3.090 1.624
H 3.356 1.580 1.289
H 2.236 4.449 0.750
H 1.348 3.137 1.481
H 3.218 3.080 -2.302
H 3.083 1.317 -1.949
C 0.878 -3.148 -4.091
C -0.606 -2.864 -4.407
C -0.854 -1.435 -4.860
S 0.427 -0.535 -3.923
O 0.082 -0.312 -2.539
O 0.989 0.558 -4.692
C 1.682 -1.851 -4.095
H 1.338 -3.891 -4.737
H 0.858 -3.490 -3.055
H -1.210 -3.027 -3.510
H -1.049 -3.602 -5.080
H -1.817 -0.991 -4.630
H -0.471 -1.184 -5.850
H 2.280 -1.618 -3.209
H 2.239 -1.600 -4.992
C 1.496 -0.119 4.713
C 0.292 -0.738 5.454
C -0.754 -1.020 4.362
S -0.589 0.348 3.190
O -1.532 1.411 3.420
O -0.455 -0.179 1.866
C 0.995 0.984 3.804
H 1.859 -0.939 4.090
H 2.168 0.193 5.509
H -0.215 -0.117 6.192
H 0.645 -1.698 5.824
H -1.802 -1.092 4.650
H -0.525 -1.990 3.919
H 0.800 1.895 4.365
H 1.686 1.154 2.981
C -4.824 2.037 0.810
C -5.067 0.529 0.918
C -4.459 -0.151 -0.292
S -3.068 0.888 -0.807
O -3.390 1.330 -2.139
O -1.901 0.095 -0.505
C -3.377 2.231 0.378
H -5.007 2.475 1.790
H -5.478 2.506 0.076
H -6.142 0.403 1.081
H -4.679 0.064 1.830
H -5.155 -0.002 -1.121
H -4.197 -1.199 -0.200
H -3.168 3.149 -0.167
H -2.651 2.040 1.171
*
```

For the total energy, the calculation gives -95396.947 eV. The max |F| comes out at 2.6 eV/Å. The value obtained for the LUMO energy is 0.4 eV. The highest occupied orbital energy comes out at -8.9 eV. The energy relative to the best compared isomer or geometry (same formula, charge and spin) comes out at 79.0 kJ/mol.

Mulliken population analysis, charges in e, atoms 1 to 4: 3.621, -0.593, 0.569, -0.711